# 1
{"formula": "C3H3Cl9", "method": "ωB97M-V with the def2-TZVPD basis set", "symbols": ["C", "C", "Cl", "Cl", "Cl", "H", "Cl", "Cl", "Cl", "H", "Cl", "C", "Cl", "H", "Cl"], "coordinates": [[0.113115, -0.334983, -1.360388], [2.535993, -4.263741, 1.703059], [1.682812, 0.152621, -2.070631], [1.911203, -4.641175, 3.291215], [-1.661388, 4.263021, 1.147564], [-2.400075, 3.467657, -0.894135], [-2.342083, 5.710593, -1.346503], [-4.381218, 4.329982, 0.128926], [1.637387, -2.896135, 0.947896], [0.301980, -0.588377, -0.317201], [-0.475439, -1.806023, -2.167007], [-2.663703, 4.386543, -0.370444], [4.256448, -3.677067, 1.739689], [2.515332, -5.112500, 1.019482], [-1.030363, 1.009584, -1.451522]], "forces_ev_per_angstrom": [[0.6, -0.2, -0.2], [0.8, 1.3, -0.6], [-0.4, -0.1, 0.2], [0.2, -0.1, -0.3], [-0.2, 0.4, -0.7], [-0.4, 0.2, 0.0], [0.5, 1.4, -0.8], [0.3, -0.1, -0.3], [-0.2, -0.7, 0.2], [-0.2, 0.2, -0.2], [0.0, 0.4, 0.2], [-0.2, -2.0, 1.7], [-0.6, -0.7, 0.3], [-0.2, 0.1, 0.4], [0.0, -0.3, 0.0]], "smiles": "ClC(Cl)Cl.ClC(Cl)Cl.ClC(Cl)Cl", "spin_multiplicity": 1, "total_charge": 0, "de_lowest_ev": 0.4712, "gap_ev": 11.43, "homo_energy_ev": -11.10}


# 2
{"formula": "C3H3ClF2", "method": "ωB97M-V with the def2-TZVPD basis set", "symbols": ["F", "C", "Cl", "H", "H", "C", "H", "F", "C"], "coordinates": [[1.167654, 0.744229, -1.187219], [-1.357124, -0.132549, -0.357117], [2.160311, -1.288091, -0.048428], [-2.502662, -0.148142, -0.104102], [-1.084524, -0.001370, -1.426092], [-0.382497, -0.049634, 0.547205], [-0.691573, -0.261668, 1.566564], [1.631218, 1.013467, 0.941139], [1.059197, 0.123757, 0.068050]], "forces_ev_per_angstrom": [[-0.7, -0.9, 1.5], [-1.4, 0.9, -0.6], [-0.8, 0.3, 0.3], [2.6, -0.3, -0.3], [-0.5, -0.2, 0.8], [-0.7, -1.3, -1.4], [1.0, 0.4, 0.2], [0.0, -0.5, -0.4], [0.6, 1.5, 0.0]], "smiles": "C=CC(F)(F)Cl", "spin_multiplicity": 1, "total_charge": 0, "de_lowest_ev": 0.5242, "gap_ev": 11.65, "homo_energy_ev": -10.95}


# 3
{"formula": "C3H3ClF2S2", "method": "ωB97M-V with the def2-TZVPD basis set", "symbols": ["C", "Cl", "C", "H", "F", "F", "H", "S", "H", "S", "C"], "coordinates": [[0.012952, -0.439676, 0.436282], [0.979643, 0.940131, -1.599596], [-0.922145, 0.698599, 0.508740], [-0.501216, -1.193270, -1.589417], [1.256861, -0.436423, 0.825148], [-0.663613, -1.517530, 0.907122], [0.870715, 1.526994, 1.411411], [-0.576289, 1.912322, 1.743297], [1.341810, -1.286544, -1.101997], [-2.208404, 0.565942, -0.535094], [0.409684, -0.770545, -1.005896]], "forces_ev_per_angstrom": [[-0.4, -2.9, -4.6], [-0.4, -1.2, -0.4], [-2.2, 1.2, -0.1], [2.0, 1.0, 0.6], [2.4, 1.2, 4.8], [0.3, -0.5, 1.1], [-2.6, 1.3, 1.3], [2.9, -1.5, -1.8], [0.0, -0.8, 0.2], [0.9, 0.8, 1.7], [-2.8, 1.4, -2.8]], "smiles": "FC(F)(CCl)C(=S)S", "spin_multiplicity": 1, "total_charge": 0, "de_lowest_ev": 1.9696, "gap_ev": 8.29, "homo_energy_ev": -9.35}